(1)
Below is 17 unconnected molecules or ions with the total composition H33O17 in a non-equilibrium geometry, with properties calculated with ωB97M-V/def2-TZVPD.

Element x y z (Å)
O (1.29299, -3.87855, -3.92735)
H (1.30853, -3.55086, -3.05116)
H (2.29532, -4.12536, -3.81568)
O (1.49818, -0.73525, -1.29701)
H (2.44995, -0.52468, -2.52386)
H (0.60095, -0.31759, -0.98074)
O (-0.22425, 3.57892, 2.25394)
H (-0.43708, 2.95532, 2.74228)
H (-0.77215, 3.73605, 1.42991)
O (-0.18817, -1.48075, -5.11875)
H (-0.27153, -1.87774, -4.22122)
H (0.24013, -2.45596, -5.40143)
O (-5.02931, -2.30178, 2.56352)
H (1.52740, 0.20165, 1.85388)
O (-2.25305, 1.69214, 3.23302)
H (-1.02494, -0.29698, -0.99410)
H (-2.37797, 0.77047, 3.31526)
O (-0.84924, 2.13608, -2.60622)
H (1.96760, 5.40357, 0.40791)
H (-1.75335, 1.76867, -2.45352)
O (4.93504, 1.04185, 2.12744)
H (5.21831, 0.84583, 1.26124)
H (-4.78456, -1.98059, 1.77362)
O (2.51618, 5.16617, -0.43347)
H (-0.24938, 1.35907, -2.89151)
H (1.86049, -0.79893, -0.38984)
O (2.59194, -0.30117, -3.56872)
H (1.65571, -0.31867, -3.85290)
H (2.47479, 4.23165, -0.36578)
O (-1.61786, 2.93455, -0.02333)
H (-1.31777, 3.18629, -0.82495)
H (0.73988, 0.33123, 0.47395)
O (1.48268, 0.37422, 0.96725)
H (-1.80499, -1.19561, 4.30411)
H (-0.63953, -0.21773, 1.88965)
O (-3.16655, -1.04102, -2.73045)
H (-3.97843, -1.42270, -3.09352)
H (-4.71279, -1.56153, 3.10935)
O (3.57246, -3.35517, 2.82302)
H (4.14686, -3.45018, 2.00316)
H (2.88390, -3.99671, 2.68784)
O (-0.82802, -0.01681, -0.12440)
H (-2.95987, -0.39423, -3.20852)
H (4.63991, 2.00017, 2.33383)
O (-1.47965, -0.79925, 2.04361)
H (-1.83795, 2.02102, -0.19527)
H (-1.38480, -0.79245, 0.99182)
O (-1.74783, -2.20351, 4.17465)
H (-2.15669, -2.21966, 3.23404)
H (-2.05147, 1.87648, 4.09537)

As for the spin multiplicity: 2. The calculation puts the energy above the lowest of the compared OMol25 structures with the same formula, charge and spin at 5.5910 eV. The frontier orbital gap (alpha / beta) is 9.66 / 4.28 eV. For the HOMO energy (alpha / beta), the calculation gives -10.49 / -10.48 eV.

For reference, the Mulliken charges in units of e are: O -0.6076; H 0.2909; H 0.3387; O -0.7550; H 0.4673; H 0.2567; O -0.5383; H 0.1900; H 0.3678; O -0.6548; H 0.2549; H 0.3798; O -0.5939; H 0.2323; O -0.5786; H 0.1741; H 0.2513; O -0.6191; H 0.3419; H 0.3119; O -0.6366; H 0.3070; H 0.2867; O -0.6452; H 0.2879; H 0.4409; O -0.6878; H 0.2781; H 0.3032; O -0.5906; H 0.3490; H 0.5131; O -0.5754; H 0.3172; H 0.2670; O -0.5083; H 0.2835; H 0.3187; O -0.6362; H 0.3225; H 0.3136; O -0.5127; H 0.2445; H 0.3313; O -0.4771; H 0.2151; H 0.2996; O -0.5821; H 0.3473; H 0.3154

(2)
Below is a molecular structure, C2H3CaFLiO in a non-equilibrium geometry, with properties calculated with ωB97M-V/def2-TZVPD.

Element x y z (Å)
O (0.42621, 0.19141, 1.14111)
C (-0.53584, 0.26756, 0.18094)
C (-0.24355, -0.39803, -1.08613)
Li (2.06790, 0.11875, 0.14011)
H (-1.25262, 1.09353, 0.24283)
F (1.08163, -0.01603, -1.52702)
H (-0.25727, -1.48260, -1.24105)
Ca (0.22340, 0.50035, 3.12513)
H (-1.50985, -0.27493, -0.97592)

Its total charge is +2. As for the spin multiplicity: 2. The frontier orbital gap (alpha / beta) is 6.73 / 7.76 eV. For the HOMO energy (alpha / beta), the calculation gives -16.60 / -17.67 eV.

For reference, the Mulliken charges in units of e are: O -0.8769; C 0.1683; C -0.4638; Li 0.8743; H 0.3811; F -0.3521; H 0.3430; Ca 1.6461; H 0.2800

(3)
Below is a molecular structure, C31H44BrCdN3P2 in a non-equilibrium geometry, with properties calculated with ωB97M-V/def2-TZVPD.

Element x y z (Å)
N (-7.16715, 5.38178, -6.43495)
C (-6.92582, 5.97214, -5.26430)
C (-5.95567, 5.48442, -4.37078)
C (-5.22962, 4.31177, -4.70733)
C (-5.55857, 3.69179, -5.93653)
C (-6.49060, 4.29387, -6.79003)
C (-4.21585, 3.72113, -3.83252)
Cd (0.92911, 0.68496, -0.29888)
P (5.62828, -0.79166, -1.22378)
C (-3.47168, 2.63698, -4.20043)
C (-2.58448, 1.94249, -3.30968)
C (-1.44058, 1.31002, -3.82716)
C (-0.40212, 0.95657, -2.96654)
C (-0.64354, 1.06595, -1.60432)
C (-1.79183, 1.60011, -1.04705)
C (-2.80274, 2.01381, -1.91733)
Br (1.98168, -1.26845, 0.91774)
H (-4.07113, 4.20982, -2.85510)
H (-3.46068, 2.29579, -5.24141)
H (-5.79661, 6.01961, -3.43650)
H (-5.11070, 2.74573, -6.22092)
H (-7.52545, 6.86184, -5.02532)
H (-6.68314, 3.85005, -7.76690)
H (-1.34236, 1.19565, -4.90954)
H (-3.73956, 2.43286, -1.54331)
H (0.55664, 0.60196, -3.35047)
H (-1.90084, 1.69535, 0.03632)
P (-0.55304, -1.89666, -0.93386)
C (4.97846, 0.83168, -0.76801)
C (6.07824, 1.83465, -1.15722)
H (4.77302, 0.84233, 0.31461)
H (4.03974, 0.99579, -1.31772)
H (5.86670, 2.83606, -0.78292)
H (7.04926, 1.51600, -0.75902)
H (6.18660, 1.89421, -2.24846)
C (4.91560, -1.19064, -2.84907)
C (5.68127, -2.37229, -3.46033)
H (5.03625, -0.29697, -3.48633)
H (3.84176, -1.39593, -2.70989)
H (5.36450, -2.54588, -4.49163)
H (6.75789, -2.17529, -3.46780)
H (5.50949, -3.29528, -2.89303)
C (5.10480, -2.05604, -0.02729)
C (5.88042, -1.93340, 1.29728)
H (5.32099, -3.03829, -0.49701)
H (4.01079, -1.96795, 0.15384)
H (5.40171, -2.52744, 2.07779)
H (6.90565, -2.30545, 1.16303)
H (5.94720, -0.89817, 1.65832)
C (-0.52839, -3.32907, 0.26209)
C (-1.59788, -4.40758, 0.14756)
H (-0.55060, -2.87691, 1.26505)
H (0.46974, -3.78003, 0.15573)
H (-2.55685, -4.08266, 0.56833)
H (-1.75351, -4.74109, -0.88517)
H (-1.26957, -5.27978, 0.72722)
C (0.48807, -2.59866, -2.30477)
C (-0.04282, -2.40778, -3.72284)
H (0.60092, -3.66920, -2.07676)
H (1.48122, -2.13992, -2.18612)
H (-0.94175, -3.01458, -3.90116)
H (-0.28073, -1.35717, -3.94205)
H (0.72593, -2.73245, -4.43659)
C (-2.21122, -1.97756, -1.73433)
C (-3.38444, -1.59859, -0.83852)
H (-2.32715, -2.99726, -2.13088)
H (-2.17004, -1.29556, -2.59606)
H (-4.19966, -1.21266, -1.46486)
H (-3.76826, -2.46776, -0.29295)
H (-3.12574, -0.81164, -0.12063)
N (-0.43439, 0.07844, 7.36800)
C (-0.39866, 0.14505, 6.19878)
C (-0.36319, 0.26509, 4.75386)
C (-1.06736, -0.62731, 3.93585)
C (-1.07457, -0.40556, 2.55805)
N (-0.44654, 0.63766, 1.99478)
C (0.26714, 1.46423, 2.76756)
C (0.32500, 1.32343, 4.15283)
H (-1.58916, -1.48915, 4.35266)
H (-1.57716, -1.11383, 1.88822)
H (0.83835, 2.25016, 2.26572)
H (0.90679, 2.02710, 4.74365)

Its total charge is +2. The calculation puts the energy above the lowest of the compared OMol25 structures with the same formula, charge and spin at 2.4564 eV. The frontier orbital gap (alpha / beta) is 2.51 / 1.18 eV. For the HOMO energy (alpha / beta), the calculation gives -10.75 / -11.09 eV.

For reference, the Mulliken charges in units of e are: N -0.0005; C -0.3545; C -0.4102; C 1.0567; C -0.4419; C -0.3811; C -0.3760; Cd 0.4677; P -0.0354; C -0.5565; C 0.4359; C -0.4037; C -0.2693; C -0.3515; C -0.3725; C -0.5216; Br -0.4783; H 0.4081; H 0.2653; H 0.4198; H 0.3730; H 0.3995; H 0.4012; H 0.3883; H 0.4806; H 0.7142; H 0.5420; P 0.8095; C 0.0778; C -1.2905; H 0.3306; H -0.1117; H 0.3786; H 0.3760; H 0.2960; C 0.4295; C -1.2928; H 0.3611; H -0.5220; H 0.3767; H 0.3695; H 0.3128; C 0.6583; C -1.2664; H 0.2851; H -0.7790; H 0.3660; H 0.3810; H 0.2902; C -0.6528; C -1.3471; H 0.3901; H 0.6235; H 0.2860; H 0.3018; H 0.4140; C 0.1783; C -1.2659; H 0.5662; H -0.4721; H 0.3432; H 0.1700; H 0.4328; C -0.7919; C -1.3716; H 0.5771; H 0.4425; H 0.3358; H 0.3772; H 0.2231; N -0.3882; C -0.2275; C 0.6634; C -0.8221; C -0.2933; N 0.0209; C -0.2020; C -0.7255; H 0.4722; H 0.6595; H 0.3726; H 0.4736

Table of calculated total energy (eV), in record order: -35333.6933, -25512.0096, -130496.0482